(1)
{
  "formula": "C3H10N2",
  "method": "ωB97M-V with the def2-TZVPD basis set",
  "smiles": "C=N.CCN",
  "orbital_gap_ev": 9.91,
  "e_above_lowest_kcal_mol": 60.63,
  "homo_ev": -8.83,
  "charge": 0,
  "e_lumo_ev": 1.078,
  "total_energy_ha": -229.7126,
  "symbols": ["C", "N", "H", "H", "H", "C", "C", "N", "H", "H", "H", "H", "H", "H", "H"],
  "coordinates": [[3.26918, -0.50839, -0.12263], [2.86657, 0.42301, -0.97650], [2.86099, -1.52253, -0.01761], [4.18754, -0.37375, 0.37267], [3.27093, 1.30913, -0.58251], [-2.39569, 0.95458, 1.18216], [-2.40056, -0.16928, 0.10140], [-0.99550, -0.61568, -0.32171], [-1.82444, 1.79001, 0.86812], [-3.43229, 1.30352, 1.13506], [-1.77154, 0.54605, 1.99428], [-2.78592, -1.12231, 0.54094], [-2.91987, 0.04079, -0.78641], [-0.67191, -1.64689, -0.04116], [-0.84858, -0.63675, -1.36149]],
  "forces_ev_per_angstrom": [[-1.0, 1.6, -3.1], [0.1, -1.7, 3.5], [-0.2, 0.4, -0.8], [0.9, 0.5, 1.5], [0.3, -0.8, -1.2], [0.4, -1.6, -2.0], [2.7, -2.4, 1.3], [1.0, -2.1, -0.5], [0.7, 0.9, -0.8], [0.0, -0.2, 1.6], [-1.4, 0.3, 0.5], [-0.5, 1.1, -0.2], [-1.0, 0.6, -1.0], [-1.5, 3.1, -0.5], [-0.4, 0.4, 1.5]]
}

=====

(2)
{
  "formula": "C3H10N2",
  "method": "ωB97M-V with the def2-TZVPD basis set",
  "smiles": "C=CN.CN",
  "orbital_gap_ev": 9.39,
  "e_above_lowest_kcal_mol": 52.81,
  "homo_ev": -8.47,
  "charge": 0,
  "e_lumo_ev": 0.915,
  "total_energy_ha": -229.7251,
  "symbols": ["C", "C", "N", "H", "H", "H", "H", "H", "C", "N", "H", "H", "H", "H", "H"],
  "coordinates": [[2.57530, 1.16594, 2.17375], [1.41309, 0.99959, 1.56165], [0.76935, 1.62966, 0.45789], [2.98164, 2.12686, 2.39080], [3.10242, 0.34161, 2.60750], [0.95148, -0.02475, 1.50032], [0.70010, 0.92742, -0.26726], [1.11488, 2.50419, 0.07617], [-2.13904, -1.51521, -1.06992], [-2.11101, -1.86414, -2.50341], [-1.94055, -0.45867, -1.10307], [-1.39113, -2.10785, -0.45966], [-3.02838, -1.78038, -0.55853], [-1.21037, -1.65897, -2.97974], [-2.85041, -2.28490, -3.03813]],
  "forces_ev_per_angstrom": [[-0.4, 0.6, 0.7], [-0.4, -2.5, -2.8], [-0.2, 0.8, 0.8], [0.6, 0.7, -0.5], [-0.3, -0.4, 0.7], [0.8, 0.7, 0.8], [-0.2, 0.3, 0.0], [0.2, -0.2, 0.4], [1.6, -1.1, -1.2], [1.3, 0.1, 0.0], [0.0, 0.5, 1.2], [-0.2, 0.8, -0.8], [-1.3, 0.2, -0.1], [-1.6, -0.5, 0.5], [0.2, 0.0, 0.4]]
}

=====

(3)
{
  "formula": "C3H10N2",
  "method": "ωB97M-V with the def2-TZVPD basis set",
  "smiles": "C=NC.CN",
  "orbital_gap_ev": 10.71,
  "e_above_lowest_kcal_mol": 31.57,
  "homo_ev": -9.58,
  "charge": 0,
  "e_lumo_ev": 1.124,
  "total_energy_ha": -229.7589,
  "symbols": ["C", "N", "C", "H", "H", "H", "H", "H", "C", "N", "H", "H", "H", "H", "H"],
  "coordinates": [[-3.43351, 0.44765, 0.55684], [-4.59502, 0.27063, 0.98903], [-4.80064, 0.19762, 2.41318], [-3.25919, 0.49666, -0.52240], [-2.55521, 0.57896, 1.20795], [-5.66815, 0.80068, 2.66151], [-5.00818, -0.83281, 2.71136], [-3.94517, 0.49495, 3.03945], [4.65826, -0.22283, -1.31681], [4.59545, -0.76585, -2.68579], [4.99882, -1.00757, -0.63919], [5.33771, 0.61652, -1.20942], [3.65846, 0.02734, -0.98644], [4.49660, 0.02507, -3.31850], [5.51977, -1.12702, -2.90080]],
  "forces_ev_per_angstrom": [[0.5, 0.2, -0.3], [-0.2, -0.2, -0.1], [0.2, -0.2, 0.5], [-0.1, 0.0, 0.2], [-0.1, 0.0, 0.0], [-0.1, 0.0, 0.2], [-0.2, 0.0, -0.2], [0.0, 0.2, -0.3], [0.0, -0.7, -0.1], [0.4, 0.5, 0.1], [0.0, 0.0, -0.1], [0.0, 0.3, 0.1], [-0.2, 0.3, 0.0], [-0.2, -0.2, 0.0], [-0.1, -0.2, -0.1]]
}

=====

(4)
{
  "formula": "C3H10N2",
  "method": "ωB97M-V with the def2-TZVPD basis set",
  "spin_multiplicity": 2,
  "orbital_gap_ev": [9.21, 3.96],
  "e_above_lowest_kcal_mol": 65.20,
  "homo_ev": [-12.82, -12.82],
  "s_squared": 0.761,
  "charge": 1,
  "e_lumo_ev": [-3.610, -8.862],
  "total_energy_ha": -229.3894,
  "symbols": ["C", "C", "H", "H", "H", "H", "N", "C", "N", "H", "H", "H", "H", "H", "H"],
  "coordinates": [[-0.12324, -0.08809, -2.75128], [-0.49987, -0.35945, -3.99175], [0.75492, -0.31908, -2.29330], [-0.51237, 0.83568, -2.56216], [0.04828, -1.01975, -4.75193], [-1.38044, 0.24159, -4.37338], [0.96323, 0.77354, 1.62250], [0.56729, -0.30883, 2.53372], [-0.87841, -0.30145, 2.86008], [0.88141, 1.72976, 2.00712], [0.95813, 0.56612, 0.66225], [0.86486, -1.38021, 2.24378], [1.00948, -0.29430, 3.51276], [-1.63312, -0.70481, 2.22365], [-1.02016, 0.62928, 3.05794]],
  "forces_ev_per_angstrom": [[-0.8, 0.1, -2.6], [0.0, -0.6, -2.1], [2.3, -1.3, 1.1], [-1.5, 2.2, 2.0], [-1.1, 0.6, 1.4], [1.2, -1.0, 0.2], [-1.4, -1.0, 3.4], [1.1, -3.1, 0.2], [0.2, -1.5, -3.1], [0.3, -0.6, -0.8], [-0.3, 0.2, -1.6], [-0.4, 1.9, -0.5], [0.7, 1.0, 0.3], [1.4, 0.6, 0.9], [-1.7, 2.6, 1.2]]
}

=====

(5)
{
  "formula": "C3H10N2O",
  "method": "ωB97M-V with the def2-TZVPD basis set",
  "smiles": "C=CN.NCO",
  "orbital_gap_ev": 9.85,
  "e_above_lowest_kcal_mol": 41.17,
  "homo_ev": -8.97,
  "charge": 0,
  "e_lumo_ev": 0.879,
  "total_energy_ha": -305.0090,
  "symbols": ["C", "C", "N", "H", "H", "H", "H", "H", "N", "C", "O", "H", "H", "H", "H", "H"],
  "coordinates": [[0.92929, 1.12530, -1.42273], [0.30024, -0.01893, -1.75666], [-1.10558, -0.07461, -1.61561], [1.97926, 1.29846, -1.62127], [0.40805, 1.89157, -0.87103], [0.74219, -0.83848, -2.30607], [-1.48025, 0.82070, -1.86675], [-1.55401, -0.85520, -2.06370], [0.87470, -0.97853, 1.64326], [-0.23532, -0.28474, 2.26979], [-1.17879, 0.26229, 1.33331], [0.60800, -1.88919, 1.28239], [1.18634, -0.45660, 0.83973], [-0.85947, -0.87728, 2.94511], [0.23689, 0.55763, 2.77858], [-0.85152, 0.31761, 0.43165]],
  "forces_ev_per_angstrom": [[0.4, -1.2, 0.0], [-0.5, 1.6, -0.5], [0.9, -0.3, 0.1], [-0.1, -0.2, 0.1], [-0.2, 0.2, -0.1], [0.3, -0.1, 0.3], [-0.6, 0.0, 0.0], [-0.1, 0.1, 0.0], [-0.6, -0.9, 0.4], [0.3, 0.9, -1.3], [-0.5, 0.0, 0.7], [-0.1, 0.0, 0.1], [0.2, 0.4, -0.1], [0.6, -0.2, 0.0], [-0.3, 0.0, 0.4], [0.2, -0.3, 0.0]]
}

=====

(6)
{
  "formula": "C3H10N2O",
  "method": "ωB97M-V with the def2-TZVPD basis set",
  "smiles": "CN[C@@](C)(N)O",
  "orbital_gap_ev": 9.74,
  "e_above_lowest_kcal_mol": 20.07,
  "homo_ev": -8.78,
  "charge": 0,
  "e_lumo_ev": 0.954,
  "total_energy_ha": -305.0427,
  "symbols": ["C", "N", "C", "C", "N", "O", "H", "H", "H", "H", "H", "H", "H", "H", "H", "H"],
  "coordinates": [[1.87758, 0.48230, 0.07969], [0.62030, 0.67399, -0.60887], [-0.55125, 0.07588, -0.05714], [-0.88867, -1.21598, -0.79373], [-0.60964, -0.12869, 1.35556], [-1.58184, 1.14805, -0.44267], [2.65655, 0.97990, -0.49511], [2.10484, -0.58377, 0.12145], [1.90026, 0.90070, 1.09742], [0.39925, 1.66564, -0.73385], [-0.08896, -1.94210, -0.66482], [-1.81524, -1.62957, -0.40300], [-1.01177, -0.99085, -1.84819], [-0.33632, 0.68875, 1.88679], [-0.20973, -0.99634, 1.68187], [-2.46536, 0.87210, -0.17540]],
  "forces_ev_per_angstrom": [[-0.1, 0.1, 0.1], [0.4, 1.2, -0.4], [-2.1, 0.8, -0.7], [-0.2, 0.3, 0.3], [-0.5, 0.3, 0.0], [1.4, -1.3, 0.6], [0.1, -0.1, 0.0], [0.1, 0.0, 0.1], [0.1, -0.2, 0.0], [0.3, -0.4, 0.0], [0.1, -0.1, 0.0], [-0.1, -0.1, 0.0], [0.1, 0.0, 0.0], [0.1, -0.3, 0.0], [0.1, 0.2, 0.0], [0.2, -0.3, 0.2]]
}